Molecular formula: C14H25BaClNP
Method: DFT, wB97M-V/def2-TZVPD

For the strongest force on any atom, the calculation gives 6.1 eV Å⁻¹. For the energy above the lowest of the compared OMol25 structures with the same formula, charge and spin, the calculation gives 8.82 kcal/mol. For the electronic energy, the calculation gives -38911.0713 eV. The calculation puts the orbital gap at 3.650 eV.

Geometry as ORCA input:
```
! RIJCOSX wB97M-V def2-TZVPD def2/J DEFGRID3
* xyz 0 1
C 0.61 3.48 -1.84
C -0.71 3.02 -1.71
C -0.97 1.80 -1.09
C 0.10 1.12 -0.53
C 1.42 1.57 -0.61
C 1.68 2.75 -1.31
C -2.38 1.18 -0.92
C -2.47 -0.11 -0.19
N -2.04 -1.34 -0.64
Ba -0.99 -1.62 1.44
C 2.52 0.81 0.09
P 1.95 -0.76 0.88
H -1.53 3.63 -2.09
H 2.72 3.09 -1.38
H 0.83 4.42 -2.34
H 2.95 1.42 0.91
H 3.31 0.54 -0.62
H -2.95 1.85 -0.25
H -2.93 1.13 -1.89
H -0.13 0.29 0.14
C 3.40 -1.42 1.75
C 1.90 -1.84 -0.60
H -2.96 -0.14 0.81
C -1.68 -1.44 -2.13
C -3.00 -2.51 -0.28
H 0.20 -1.84 4.35
H -2.26 -2.26 -2.58
H -1.96 -0.52 -2.65
H -0.60 -1.63 -2.25
H -3.42 -2.91 -1.21
H -2.46 -3.34 0.23
H -3.83 -2.12 0.33
H 2.92 -1.89 -0.99
H 1.57 -2.85 -0.33
H 1.24 -1.44 -1.39
H 4.29 -1.40 1.12
H 3.57 -0.83 2.67
H 3.18 -2.46 2.05
H -0.02 -2.67 4.01
Cl -0.07 0.86 3.89
C -0.34 1.81 2.53
H 0.57 2.15 2.05
H -1.24 2.43 2.60
*
```

=====

Molecular formula: C14H25ClIN2OP2Ti
Method: DFT, wB97M-V/def2-TZVPD

For the strongest force on any atom, the calculation gives 8.0 eV Å⁻¹. For the energy above the lowest of the compared OMol25 structures with the same formula, charge and spin, the calculation gives 50.20 kcal/mol. For the electronic energy, the calculation gives -82238.3801 eV. The calculation puts the orbital gap at 5.143 eV.

Geometry as ORCA input:
```
! RIJCOSX wB97M-V def2-TZVPD def2/J DEFGRID3
* xyz 3 1
C -0.05 1.78 -3.50
C -0.06 1.86 -2.08
H -0.15 2.79 -3.94
H -0.90 1.15 -3.84
H 0.88 1.30 -3.86
O 0.03 2.57 -1.14
I -0.07 -3.18 -2.11
Ti -0.09 -1.42 -0.25
P 2.03 -0.30 -0.78
C 2.53 1.23 0.09
C 3.28 -1.49 -0.17
H 4.25 -1.15 -0.54
H 3.72 -0.32 -2.46
H 3.08 -2.50 -0.55
H 2.12 -0.66 -3.17
H 2.34 1.13 1.16
H 3.31 -1.54 0.93
C 2.66 -0.03 -2.46
H 3.60 1.39 -0.09
H 2.59 1.03 -2.74
H 1.95 2.08 -0.28
P -2.17 -0.25 -0.87
C -2.70 1.31 -0.09
C -2.80 -0.07 -2.56
H -3.35 -2.39 -0.70
H -4.41 -0.97 -0.42
H -3.33 -1.57 0.87
C -3.43 -1.41 -0.21
H -2.28 -0.77 -3.23
H -3.87 -0.32 -2.55
H -3.77 1.44 -0.27
H -2.14 2.16 -0.49
H -2.68 0.96 -2.92
H -2.51 1.28 0.99
Cl -0.11 -3.27 1.16
N 3.41 -0.05 5.12
C 2.37 -0.10 4.58
C 1.09 -0.14 3.90
C -0.10 0.13 4.59
C -1.29 0.06 3.90
C -1.27 -0.27 2.54
N -0.13 -0.47 1.86
C 1.02 -0.45 2.54
H -0.06 0.38 5.64
H -2.26 0.20 4.38
H -2.20 -0.41 2.00
H 1.92 -0.73 1.99
*
```

=====

Molecular formula: C14H25F6NO11Zr
Method: DFT, wB97M-V/def2-TZVPD

For the strongest force on any atom, the calculation gives 7.8 eV Å⁻¹. For the energy above the lowest of the compared OMol25 structures with the same formula, charge and spin, the calculation gives 0.00 kcal/mol. For the electronic energy, the calculation gives -56523.3773 eV. The calculation puts the orbital gap at 8.598 eV.

Geometry as ORCA input:
```
! RIJCOSX wB97M-V def2-TZVPD def2/J DEFGRID3
* xyz 0 1
Zr 1.82 18.26 -14.09
C 2.84 14.92 -13.74
O 4.04 15.61 -13.99
O 1.97 16.06 -13.63
C 2.47 13.78 -14.72
F 1.17 13.59 -14.98
F 2.98 14.08 -15.82
F 3.02 12.63 -14.27
C 5.22 14.83 -13.80
C 6.45 15.71 -13.96
H 6.63 16.56 -13.30
H 7.25 14.97 -13.97
H 6.57 16.11 -14.96
H 5.25 14.10 -14.61
H 5.22 14.40 -12.80
H 2.96 14.56 -12.72
C 1.70 21.67 -14.96
O 2.92 21.49 -15.62
O 1.57 20.48 -14.18
C 1.75 23.04 -14.14
F 0.76 23.17 -13.28
F 2.83 23.17 -13.30
F 1.79 24.00 -15.02
C 3.05 22.06 -16.90
C 4.50 21.72 -17.40
H 5.28 21.71 -16.63
H 4.38 20.67 -17.67
H 4.82 22.16 -18.34
H 3.08 23.15 -16.87
H 2.24 21.73 -17.55
H 0.81 21.82 -15.58
O 2.87 17.89 -18.11
C 2.51 18.06 -16.83
O 3.28 18.06 -15.86
O 1.42 18.01 -16.29
H 3.83 17.98 -18.16
O -1.83 16.63 -13.33
C -1.54 17.77 -13.98
O -0.42 18.21 -14.13
O -2.51 18.44 -14.24
H -2.78 16.55 -13.35
C 2.87 16.93 -10.30
C 2.92 18.32 -11.02
C 4.20 18.31 -11.91
O 3.85 18.79 -13.19
C 4.98 19.51 -13.87
N 1.67 18.45 -11.74
H 2.81 16.13 -11.04
H 2.03 16.82 -9.61
H 3.78 16.75 -9.73
H 3.10 19.07 -10.25
H 4.68 17.33 -11.93
H 4.87 19.06 -11.48
H 5.16 20.38 -13.24
H 4.73 19.95 -14.84
H 5.88 18.90 -13.97
H 1.39 19.26 -11.21
H 0.90 17.96 -11.30
*
```

=====

Molecular formula: C14H25I2LaOP2
Method: DFT, wB97M-V/def2-TZVPD

For the strongest force on any atom, the calculation gives 5.1 eV Å⁻¹. For the energy above the lowest of the compared OMol25 structures with the same formula, charge and spin, the calculation gives 4.82 kcal/mol. For the electronic energy, the calculation gives -52594.2382 eV. The calculation puts the orbital gap at 5.189 eV.

Geometry as ORCA input:
```
! RIJCOSX wB97M-V def2-TZVPD def2/J DEFGRID3
* xyz 2 1
I 0.52 -0.96 -5.52
I -0.19 1.61 -4.68
La 0.18 -0.97 -1.24
P -2.49 -0.11 -1.27
C -3.49 1.40 -0.89
C -2.99 -0.71 -2.95
H -4.07 -0.89 -3.03
H -4.20 -1.64 -0.27
H -2.48 -1.66 -3.17
H -2.62 -2.39 -0.41
H -3.25 2.22 -1.60
H -2.72 0.02 -3.72
C -3.13 -1.45 -0.15
H -4.59 1.32 -0.91
H -2.97 -1.19 0.90
H -3.26 1.77 0.13
P 2.86 -0.03 -1.26
C 3.81 1.51 -0.86
C 3.57 -1.33 -0.14
H 2.93 -1.57 -3.15
H 4.49 -0.74 -2.99
H 3.12 0.13 -3.71
C 3.41 -0.60 -2.94
H 3.09 -2.29 -0.37
H 4.64 -1.49 -0.29
H 4.91 1.47 -0.87
H 3.55 1.86 0.16
H 3.41 -1.06 0.91
H 3.55 2.33 -1.56
C 0.16 1.54 -0.83
O 0.15 2.67 -0.56
C 0.03 -0.97 1.21
C -0.22 -0.31 2.56
C -1.30 0.56 2.66
C -1.62 1.24 3.83
C -0.86 1.06 4.99
C 0.25 0.19 4.92
C 0.57 -0.48 3.73
H 1.05 -1.43 1.25
H -0.64 -1.85 1.07
H -1.88 0.74 1.74
H -2.48 1.93 3.85
H -1.12 1.59 5.90
H 0.84 0.07 5.83
H 1.46 -1.13 3.73
*
```

=====

Molecular formula: C14H25N4NaP2S
Method: DFT, wB97M-V/def2-TZVPD

For the strongest force on any atom, the calculation gives 1.7 eV Å⁻¹. For the electronic energy, the calculation gives -54714.5433 eV. The calculation puts the orbital gap at 7.123 eV.

Geometry as ORCA input:
```
! RIJCOSX wB97M-V def2-TZVPD def2/J DEFGRID3
* xyz 0 1
Na -1.08 -0.21 0.80
C 2.22 -1.45 3.70
C 1.47 -0.89 2.52
N 0.24 -1.20 2.25
N -0.34 -2.12 3.02
C -1.63 -2.31 2.96
N -2.05 -3.51 3.46
S -2.84 -1.25 2.43
C 2.19 -0.05 1.58
C 3.57 -0.25 1.39
C 4.25 0.52 0.48
C 3.56 1.53 -0.19
C 2.21 1.66 0.07
N 1.53 0.89 0.90
H 1.53 -1.52 4.54
H 3.06 -0.82 3.98
H 2.58 -2.45 3.49
H -1.39 -4.02 4.02
H -3.02 -3.56 3.73
H 4.08 -1.05 1.91
H 5.30 0.34 0.28
H 4.06 2.18 -0.89
H 1.65 2.45 -0.41
C -3.66 2.38 -1.66
P -2.22 1.75 -0.71
C -1.69 3.28 0.15
C -0.98 1.71 -2.06
C -1.14 0.46 -2.91
P -0.85 -1.05 -1.87
C -1.25 -2.34 -3.12
C 0.98 -1.14 -1.98
H -3.38 3.25 -2.26
H -4.45 2.66 -0.95
H -4.05 1.59 -2.30
H -1.55 4.11 -0.55
H -0.76 3.07 0.68
H -2.46 3.54 0.88
H 0.01 1.72 -1.60
H -1.07 2.62 -2.68
H -0.45 0.46 -3.76
H -2.17 0.40 -3.29
H -0.76 -2.13 -4.07
H -2.33 -2.38 -3.27
H -0.92 -3.30 -2.74
H 1.32 -1.04 -3.01
H 1.28 -2.11 -1.59
H 1.42 -0.37 -1.36
*
```

=====

Molecular formula: C14H25N4O3PSW
Method: DFT, wB97M-V/def2-TZVPD

For the strongest force on any atom, the calculation gives 3.6 eV Å⁻¹. For the energy above the lowest of the compared OMol25 structures with the same formula, charge and spin, the calculation gives 74.71 kcal/mol. For the electronic energy, the calculation gives -48930.3365 eV. The calculation puts the orbital gap at 6.302 eV.

Geometry as ORCA input:
```
! RIJCOSX wB97M-V def2-TZVPD def2/J DEFGRID3
* xyz 4 1
W 0.61 0.63 0.88
N -1.07 2.26 1.36
C -0.95 3.35 0.33
C 0.54 3.60 0.18
O 1.10 4.63 0.19
N 1.24 2.32 0.19
C 2.62 2.39 0.74
C 2.70 1.48 1.98
O 3.66 0.99 2.44
O 1.39 1.12 2.41
H -2.07 2.09 1.48
H -0.80 2.69 2.25
H -1.44 4.28 0.64
H -1.39 3.03 -0.62
H 2.83 3.43 1.04
H 3.40 2.12 0.03
C -3.60 -0.68 -1.74
C -2.34 0.09 -1.31
P -1.39 -0.77 0.03
C -1.22 -2.53 -0.50
C -0.77 -3.55 0.55
C -2.37 -0.78 1.58
C -1.44 -0.84 2.79
H -4.15 -0.03 -2.43
H -4.27 -0.90 -0.91
H -3.37 -1.60 -2.28
H -2.63 1.07 -0.93
H -1.67 0.24 -2.16
H -0.58 -2.56 -1.39
H -2.24 -2.78 -0.82
H 0.23 -3.37 0.92
H -0.77 -4.53 0.08
H -1.47 -3.61 1.38
H -3.05 -1.63 1.59
H -3.01 0.11 1.60
H -1.04 -1.85 2.96
H -1.98 -0.58 3.70
H -0.57 -0.14 2.76
S 2.16 -1.44 1.07
C 2.50 -1.10 -0.57
N 3.46 -1.70 -1.30
C 3.69 -1.36 -2.59
C 2.92 -0.37 -3.17
C 1.95 0.24 -2.39
N 1.75 -0.12 -1.10
H 4.04 -2.42 -0.86
H 4.49 -1.87 -3.12
H 3.07 -0.08 -4.20
H 1.33 1.04 -2.78
*
```

=====

Molecular formula: C14H25N5O6PtS
Method: DFT, wB97M-V/def2-TZVPD

For the strongest force on any atom, the calculation gives 5.5 eV Å⁻¹. For the energy above the lowest of the compared OMol25 structures with the same formula, charge and spin, the calculation gives 33.63 kcal/mol. For the electronic energy, the calculation gives -48732.9452 eV. The calculation puts the orbital gap (spin up / spin down) at 5.107 / 6.709 eV.

Geometry as ORCA input:
```
! RIJCOSX wB97M-V def2-TZVPD def2/J DEFGRID3
* xyz 0 3
O -0.08 -0.36 -5.79
H -1.03 -0.15 -5.63
Pt 0.01 -0.10 -0.77
N 0.31 1.41 0.51
N 1.49 0.98 -1.71
N -1.10 -1.19 0.44
N -0.20 -1.87 -1.78
O -0.36 1.56 1.60
O -1.55 -0.72 1.62
O 0.55 -2.18 -2.76
O 2.16 0.53 -2.68
C 1.82 2.17 -1.11
C 1.16 2.39 0.11
C -1.51 -2.40 0.05
C -0.97 -2.83 -1.17
C 1.29 3.53 1.03
H 1.68 3.19 2.00
H 0.31 4.00 1.21
H 1.98 4.28 0.62
C 2.90 3.02 -1.68
H 2.89 3.00 -2.78
H 3.89 2.67 -1.35
H 2.79 4.05 -1.34
C -2.40 -3.14 0.97
C -1.22 -4.14 -1.83
H -3.32 -2.56 1.16
H -1.90 -3.33 1.92
H -2.67 -4.11 0.52
H -0.59 -4.31 -2.70
H -2.27 -4.27 -2.13
H -1.04 -4.94 -1.11
H -1.14 0.22 1.63
H 0.35 -0.12 -4.93
C -1.52 0.99 -1.20
H -1.33 2.06 -1.22
H -2.43 0.74 -0.68
H -1.63 0.61 -2.21
O -4.20 2.40 -1.84
H -4.91 1.80 -1.56
H -4.01 2.95 -1.06
S 2.22 -1.26 0.30
C 1.92 -0.84 1.93
N 1.05 -1.62 2.64
C 0.55 -1.26 3.85
C 1.01 -0.10 4.45
C 1.97 0.69 3.79
C 2.44 0.31 2.54
H 0.73 -2.49 2.20
H -0.20 -1.92 4.27
H 0.61 0.19 5.42
H 2.33 1.61 4.25
H 3.18 0.86 1.98
*
```

=====

Molecular formula: C14H25NO3
Method: DFT, wB97M-V/def2-TZVPD

For the strongest force on any atom, the calculation gives 0.7 eV Å⁻¹. For the energy above the lowest of the compared OMol25 structures with the same formula, charge and spin, the calculation gives 27.33 kcal/mol. For the electronic energy, the calculation gives -22557.2000 eV. The calculation puts the orbital gap at 10.236 eV.

Geometry as ORCA input:
```
! RIJCOSX wB97M-V def2-TZVPD def2/J DEFGRID3
* xyz 0 1
C 1.92 -0.09 4.69
C 1.57 -1.28 5.13
C 0.51 -2.15 4.52
N -0.40 -1.46 3.64
C -0.52 -1.75 2.33
O 0.12 -2.63 1.79
C -1.60 -0.95 1.62
C -1.40 -0.91 0.09
C -2.74 -0.72 -0.60
C -0.40 0.21 -0.29
C -0.03 0.21 -1.77
C 0.89 1.38 -2.11
C 1.39 1.36 -3.56
C 0.29 1.46 -4.62
C -0.50 2.76 -4.54
C 0.83 0.01 0.57
O 1.02 0.59 1.61
O 1.68 -0.88 0.08
H 2.70 0.48 5.17
H 1.45 0.37 3.83
H 2.07 -1.73 5.98
H -0.06 -2.63 5.33
H 0.97 -2.95 3.92
H -0.88 -0.65 4.02
H -2.55 -1.44 1.85
H -1.64 0.07 2.02
H -0.96 -1.88 -0.20
H -3.44 -1.50 -0.29
H -2.64 -0.79 -1.68
H -3.17 0.25 -0.36
H -0.84 1.17 -0.01
H -0.94 0.30 -2.36
H 0.46 -0.73 -2.03
H 1.76 1.35 -1.45
H 0.37 2.33 -1.92
H 2.09 2.18 -3.70
H 1.94 0.43 -3.72
H -0.39 0.61 -4.54
H 0.77 1.40 -5.60
H -1.19 2.84 -5.38
H -1.08 2.81 -3.63
H 0.17 3.62 -4.57
H 2.38 -1.08 0.72
*
```